# 1
# H26O13

H26O13 as an isolated structure at a distorted geometry (the ωB97M-V functional and the def2-TZVPD basis, the Open Molecules 2025 dataset).

The relative energy (zero: lowest compared OMol25 entry of this formula, charge and spin) is 737.1 kJ/mol. The value obtained for the total energy is -27034.307 eV.

```
! wB97M-V def2-TZVPD RIJCOSX def2/J DEFGRID3
* xyz 0 1
O 2.028 0.939 -2.905
O -2.291 -0.742 -3.215
O -2.484 2.516 3.056
O 2.161 -1.640 0.100
O -3.767 0.456 2.949
O 0.970 -0.714 -4.105
O 2.234 -1.670 4.474
O -2.077 -1.810 -0.045
O 0.259 0.027 0.630
O -2.608 2.081 -1.211
O 0.872 -3.877 -1.693
O 1.378 0.529 1.891
O 2.364 3.460 -0.224
H -2.401 -1.692 -3.335
H -1.758 2.807 3.621
H 1.949 1.285 1.709
H -4.532 0.787 2.465
H 1.871 0.014 2.540
H 1.637 -3.317 -1.521
H 2.915 0.747 -2.580
H -3.086 3.269 3.043
H -2.079 -0.959 -0.496
H 1.911 -2.049 0.937
H 0.349 -3.815 -0.885
H 1.483 -0.674 -3.291
H -1.716 1.739 -1.346
H 2.314 4.254 0.320
H 1.646 -1.016 4.079
H 2.900 -2.176 -0.210
H -3.301 -0.091 2.307
H -2.730 2.709 -1.932
H -3.106 -0.465 -2.780
H 1.439 -1.359 -4.646
H 1.587 2.951 0.033
H -1.692 -2.416 -0.689
H 0.492 -0.908 0.669
H 0.593 0.317 -0.226
H 1.975 1.901 -2.887
H 2.298 -1.400 5.397
*
```

# 2
# H2NO4PS

A 2-piece molecular cluster, H2NO4PS overall at a distorted geometry (the ωB97M-V functional and the def2-TZVPD basis, the Open Molecules 2025 dataset).

The relative energy (zero: lowest compared OMol25 entry of this formula, charge and spin) is 319.9 kJ/mol. The value obtained for the total energy is -29834.764 eV.

```
! wB97M-V def2-TZVPD RIJCOSX def2/J DEFGRID3
* xyz -2 1
S -2.659 1.184 -0.561
P -4.127 2.363 -1.853
O -3.169 3.508 -2.054
O -5.161 2.560 -0.785
O -3.295 0.107 0.308
O -4.561 1.521 -2.978
N 0.930 -0.818 -0.387
H -0.008 -0.776 -0.130
H 1.037 -0.112 -1.106
*
```

# 3
# C2O4Yb

C2O4Yb as an isolated structure at a distorted geometry (the ωB97M-V functional and the def2-TZVPD basis, the Open Molecules 2025 dataset).

The value obtained for the total energy is -41785.740 eV. The expectation value of S² is 0.76.

```
! wB97M-V def2-TZVPD RIJCOSX def2/J DEFGRID3
* xyz 1 2
Yb 0.133 -0.813 -1.199
O 0.671 1.540 -0.867
O 0.721 3.549 0.274
O -1.149 -1.624 1.957
O -0.055 -2.535 0.214
C -0.897 -1.653 0.741
C 0.696 2.498 -0.189
*
```

# 4
# C29H26N2P2PdS2

C29H26N2P2PdS2 as an isolated structure (the ωB97M-V functional and the def2-TZVPD basis, the Open Molecules 2025 dataset).

The relative energy (zero: lowest compared OMol25 entry of this formula, charge and spin) is 0.0 kJ/mol. The value obtained for the total energy is -77189.809 eV.

```
! wB97M-V def2-TZVPD RIJCOSX def2/J DEFGRID3
* xyz 2 1
Pd 1.985 -0.959 -0.209
S 1.496 -0.411 -2.480
S 1.788 -1.116 2.180
P -0.195 0.290 -1.616
P 0.043 -0.167 1.782
N 3.888 -1.825 -0.449
N 5.783 -2.479 -1.333
C -0.119 1.490 2.389
C -1.658 -0.699 -1.851
C -1.153 2.308 1.915
C 4.603 -2.515 0.509
C -1.260 3.602 2.386
C 0.809 1.971 3.311
C -0.347 4.076 3.324
C -2.737 -2.634 -2.769
C -1.874 3.891 -2.386
C -0.922 4.754 -1.861
C -3.936 -1.177 -1.260
C -3.690 -1.427 2.750
C 0.245 4.262 -1.287
C -2.822 -0.371 -1.141
C 0.461 2.898 -1.230
C 0.364 -0.118 0.024
C -2.559 -0.631 2.651
C -1.445 -2.411 1.428
C 5.781 -2.916 -0.028
C -1.606 -1.838 -2.649
C -3.893 -2.303 -2.078
C 4.637 -1.831 -1.545
C -0.512 2.027 -1.736
C -2.583 -3.189 1.522
C 0.681 3.268 3.786
C -1.676 2.521 -2.327
C -3.703 -2.695 2.184
C 6.877 -2.636 -2.289
C -1.438 -1.124 1.984
H 1.387 3.645 4.513
H -1.862 1.935 1.186
H -2.855 0.506 -0.506
H 1.383 2.510 -0.811
H 4.222 -2.679 1.501
H -2.054 4.243 2.028
H -4.556 -1.061 3.284
H -2.409 1.848 -2.751
H 6.600 -3.474 0.389
H -4.841 -0.928 -0.723
H -2.595 -4.184 1.100
H -2.545 0.350 3.107
H -0.695 -2.094 -3.176
H 7.377 -3.581 -2.097
H -2.766 4.284 -2.854
H 7.587 -1.819 -2.185
H -4.587 -3.312 2.274
H 6.475 -2.648 -3.298
H 4.381 -1.378 -2.489
H -1.082 5.823 -1.914
H -0.439 5.089 3.695
H -4.771 -2.928 -2.175
H -2.713 -3.510 -3.401
H 0.989 4.944 -0.897
H -0.560 -2.808 0.945
H 1.620 1.340 3.651
*
```

# 5
# C4H5NO2

A 2-piece molecular cluster, C4H5NO2 overall at a distorted geometry (the ωB97M-V functional and the def2-TZVPD basis, the Open Molecules 2025 dataset).

The relative energy (zero: lowest compared OMol25 entry of this formula, charge and spin) is 635.1 kJ/mol. The value obtained for the total energy is -9807.732 eV.

```
! wB97M-V def2-TZVPD RIJCOSX def2/J DEFGRID3
* xyz 0 1
O -1.708 -0.007 2.228
O 0.619 1.507 -0.183
N -0.932 0.537 1.446
C 0.181 -2.169 1.078
C 0.015 1.462 -1.495
C 1.062 -2.290 0.267
C -0.128 0.981 0.745
H -0.933 2.008 -1.480
H -0.607 -1.984 1.785
H 0.726 1.949 -2.160
H 1.851 -2.415 -0.441
H -0.146 0.422 -1.791
*
```

# 6
# C6H10NS

An isolated ion of composition C6H10NS and charge +1 at a distorted geometry (the ωB97M-V functional and the def2-TZVPD basis, the Open Molecules 2025 dataset).

The relative energy (zero: lowest compared OMol25 entry of this formula, charge and spin) is 188.3 kJ/mol. The value obtained for the total energy is -18699.960 eV.

```
! wB97M-V def2-TZVPD RIJCOSX def2/J DEFGRID3
* xyz 1 1
S 0.534 -1.708 0.273
N 1.411 0.610 0.901
C 0.929 -0.623 -1.162
C -2.056 -0.055 0.195
C 1.447 0.672 -0.557
C 0.171 -0.237 1.330
C -2.793 -0.556 -0.694
C -1.111 0.422 0.974
H -2.535 -0.320 -1.767
H -1.280 1.393 1.281
H 1.380 1.444 1.555
H 0.094 -0.492 -1.849
H 2.305 0.092 1.143
H 0.950 1.492 -0.967
H -3.773 -1.174 -0.519
H 0.304 -0.388 2.381
H 1.627 -1.264 -1.584
H 2.396 0.693 -0.935
*
```

# 7
# C26H24MoNO5PS4

C26H24MoNO5PS4 as an isolated structure (the ωB97M-V functional and the def2-TZVPD basis, the Open Molecules 2025 dataset).

The relative energy (zero: lowest compared OMol25 entry of this formula, charge and spin) is 0.0 kJ/mol. The value obtained for the total energy is -93551.871 eV.

```
! wB97M-V def2-TZVPD RIJCOSX def2/J DEFGRID3
* xyz 2 1
Mo -0.855 0.284 -1.273
S 1.950 1.797 -2.400
S -7.017 -0.575 -1.661
S -2.848 -0.213 -0.874
S -4.384 0.452 -2.945
P -0.108 -0.863 0.847
O -0.929 2.202 -0.234
O -2.093 2.233 -4.540
O 1.497 -1.782 -3.252
O 1.235 0.877 -1.377
O -0.239 -1.300 -1.944
N -1.244 2.051 -2.394
C -2.077 -4.396 1.346
C 0.373 0.418 4.668
C 1.781 -2.146 -0.902
C 2.675 3.056 -1.366
C 3.423 0.890 -2.826
C 1.313 2.095 3.217
C -1.303 2.790 -1.297
C -2.507 -1.706 1.907
C 2.926 -2.912 -1.109
C 3.368 -2.917 1.243
C -2.214 4.137 -2.993
C 1.031 1.628 4.494
C -1.096 -3.464 1.032
C -3.260 -3.988 1.940
C 0.269 0.143 2.281
C -1.879 4.152 -1.494
C 3.713 -3.310 -0.039
C -5.728 -0.070 -2.290
C -1.882 2.727 -3.479
C 0.935 1.356 2.109
C -3.475 -2.643 2.222
C -1.309 -2.119 1.315
C 2.231 -2.146 1.456
C 1.084 -1.742 -2.143
C -0.010 -0.329 3.565
C 1.414 -1.763 0.399
H 3.186 -3.193 -2.120
H -0.172 -3.796 0.576
H -1.909 -5.442 1.130
H 4.593 -3.915 -0.210
H 3.916 0.561 -1.912
H -2.750 4.270 -0.848
H 1.987 -1.846 2.466
H 1.862 3.633 -0.929
H 3.979 -3.208 2.087
H -1.159 4.917 -1.201
H 1.326 2.208 5.358
H 3.126 0.046 -3.444
H 0.158 0.053 5.663
H -0.516 -1.275 3.709
H 3.274 2.587 -0.587
H 3.286 3.703 -1.995
H -4.018 -4.718 2.190
H -3.266 4.326 -3.199
H 1.154 1.721 1.114
H -2.676 -0.660 2.139
H -1.639 4.855 -3.576
H 4.066 1.558 -3.400
H 1.826 3.038 3.087
H -4.395 -2.327 2.696
*
```

# 8
# C5H17NO2

A 3-piece molecular cluster, C5H17NO2 overall at a distorted geometry (the ωB97M-V functional and the def2-TZVPD basis, the Open Molecules 2025 dataset).

The relative energy (zero: lowest compared OMol25 entry of this formula, charge and spin) is 114.9 kJ/mol. The value obtained for the total energy is -11045.065 eV.

```
! wB97M-V def2-TZVPD RIJCOSX def2/J DEFGRID3
* xyz 0 1
O 3.062 -1.747 1.324
O 2.464 1.642 0.977
N 0.603 -1.146 -0.547
C -1.548 0.058 0.313
C -0.849 -1.059 -0.531
C 1.295 -0.077 -1.297
C -3.023 -0.364 0.447
C -1.503 1.416 -0.383
H 1.592 -0.563 -2.230
H -0.508 1.854 -0.325
H -1.269 -1.983 -0.136
H 0.762 0.852 -1.463
H 2.726 -1.129 1.974
H -1.903 1.314 -1.387
H -3.464 0.163 1.289
H 0.995 -1.176 0.383
H -1.036 0.041 1.278
H 2.926 1.786 0.147
H -3.556 -0.089 -0.463
H -1.137 -1.010 -1.587
H 3.140 1.722 1.655
H -2.033 2.173 0.211
H -3.141 -1.424 0.647
H 2.222 0.092 -0.762
H 3.184 -1.345 0.466
*
```

# 9
# C3H5N3O

C3H5N3O as an isolated structure (the ωB97M-V functional and the def2-TZVPD basis, the Open Molecules 2025 dataset).

The relative energy (zero: lowest compared OMol25 entry of this formula, charge and spin) is 291.4 kJ/mol. The value obtained for the total energy is -9707.564 eV.

```
! wB97M-V def2-TZVPD RIJCOSX def2/J DEFGRID3
* xyz 0 1
O 2.309 0.960 -1.771
N -0.417 1.217 0.372
N 0.856 -0.328 -0.465
N 0.604 1.883 -0.437
C -0.236 -0.085 0.272
C -1.100 -1.110 0.920
C 1.371 0.891 -1.006
H -1.946 -0.614 1.399
H -1.476 -1.827 0.182
H 1.285 -1.226 -0.639
H -0.543 -1.665 1.682
H -0.709 1.904 -0.509
*
```

# 10
# C5H4F14Li2N3O13S6

C5H4F14Li2N3O13S6 as an isolated structure at a distorted geometry (the ωB97M-V functional and the def2-TZVPD basis, the Open Molecules 2025 dataset).

The relative energy (zero: lowest compared OMol25 entry of this formula, charge and spin) is 0.0 kJ/mol. The value obtained for the total energy is -139796.038 eV. The expectation value of S² is 0.76.

```
! wB97M-V def2-TZVPD RIJCOSX def2/J DEFGRID3
* xyz 0 2
S 3.620 11.116 -16.991
S 10.349 12.665 -13.474
S 7.976 13.003 -13.580
S 9.617 11.041 -17.487
S 4.106 12.707 -18.600
S 7.623 9.755 -17.769
F 10.218 18.242 -17.554
F 11.598 16.017 -17.305
F 9.836 12.662 -17.259
F 9.215 16.723 -18.510
F 6.281 16.538 -18.562
F 7.031 12.473 -12.302
F 11.360 11.430 -13.420
F 5.302 13.767 -18.954
F 10.872 16.378 -15.348
F 7.194 15.064 -16.356
F 4.306 10.551 -15.599
F 5.876 16.184 -15.086
F 6.568 9.326 -16.646
F 4.931 17.670 -17.343
O 8.369 8.499 -17.885
O 3.556 9.922 -17.861
O 8.204 14.423 -13.199
O 7.053 12.643 -14.714
O 10.740 10.589 -16.632
O 9.745 10.853 -18.942
O 3.006 13.620 -18.405
O 8.421 17.470 -16.515
O 10.645 13.299 -12.194
O 2.334 11.632 -16.463
O 4.225 11.833 -19.813
O 6.782 10.281 -18.833
O 10.636 13.302 -14.713
N 9.112 11.763 -13.480
N 4.821 12.030 -17.247
N 8.199 10.992 -16.702
C 6.099 17.037 -17.351
C 9.561 17.166 -17.338
C 7.236 18.058 -17.101
C 10.467 16.183 -16.631
C 6.055 15.806 -16.366
Li 8.378 10.592 -14.869
Li 6.611 12.170 -16.607
H 6.921 18.855 -16.426
H 5.252 15.100 -16.579
H 7.346 18.610 -18.034
H 10.030 15.187 -16.703
*
```

# 11
# C3H8CsFO3S

C3H8CsFO3S as an isolated structure at a distorted geometry (the ωB97M-V functional and the def2-TZVPD basis, the Open Molecules 2025 dataset).

The value obtained for the total energy is -23474.338 eV. The expectation value of S² is 0.75.

```
! wB97M-V def2-TZVPD RIJCOSX def2/J DEFGRID3
* xyz 1 2
Cs 0.976 -4.090 -2.970
S -0.479 -1.123 -0.162
F -0.242 -1.914 -4.558
O -1.691 -1.238 0.710
O 0.534 0.030 0.598
O 0.294 -2.287 -0.696
C 1.088 1.749 2.162
C -0.008 0.870 1.576
C -0.811 -0.057 -1.602
H 0.726 2.428 2.934
H 1.974 1.244 2.548
H 1.487 2.392 1.378
H 0.180 0.148 -2.006
H -0.860 1.476 1.268
H -1.334 -0.739 -2.272
H -0.472 0.286 2.372
H -1.361 0.826 -1.279
*
```

# 12
# C28H31Cl2N5O3STa

C28H31Cl2N5O3STa as an isolated structure at a distorted geometry (the ωB97M-V functional and the def2-TZVPD basis, the Open Molecules 2025 dataset).

The relative energy (zero: lowest compared OMol25 entry of this formula, charge and spin) is 0.0 kJ/mol. The value obtained for the total energy is -80544.890 eV.

```
! wB97M-V def2-TZVPD RIJCOSX def2/J DEFGRID3
* xyz 3 1
Ta -0.058 -0.120 0.082
Cl -1.784 2.646 -1.013
Cl -2.562 -1.736 -4.104
S -2.052 -0.551 -1.245
O 2.173 -0.234 0.225
O 4.833 0.003 0.593
O 0.931 -0.831 1.852
N -1.323 -1.685 1.039
N 0.767 1.891 0.404
N -1.058 0.773 1.811
N 0.736 0.492 -1.896
N 0.678 -2.109 -0.665
C -2.620 -0.025 -3.873
C -3.005 0.784 -4.931
C -2.302 1.920 -2.519
C 1.665 2.436 -0.637
C -1.217 -3.077 0.559
C 1.876 1.451 -1.796
C 3.281 -0.740 2.300
C 4.585 -0.431 1.833
C -2.932 -2.348 2.765
C 2.143 -0.602 1.468
C 0.980 -0.732 -2.742
C -1.904 0.022 2.531
C 0.978 3.931 1.746
C 5.673 -0.572 2.694
C 1.463 -1.929 -1.937
C 4.185 -1.330 4.462
C -1.165 2.511 3.423
C 5.469 -1.014 3.980
C 3.109 -1.194 3.635
C -3.047 2.158 -4.766
C -0.380 -3.154 -0.714
C -2.119 1.784 4.128
C 0.411 2.598 1.419
C -2.054 -1.387 2.050
C -0.641 1.968 2.264
C -2.480 0.519 3.692
C -2.683 2.742 -3.559
C -2.275 0.523 -2.629
H 1.704 -0.494 -3.523
H 1.201 3.352 -1.007
H -3.402 -3.039 2.066
H -0.837 3.474 3.785
H 4.013 0.013 0.081
H 4.060 -1.680 5.476
H 0.336 4.506 2.405
H 1.157 4.515 0.843
H -3.715 -1.848 3.325
H 6.660 -0.334 2.325
H -3.358 2.785 -5.590
H 0.031 -0.961 -3.226
H 2.113 -1.434 3.979
H 1.350 -2.413 0.037
H -3.275 0.330 -5.874
H 1.373 -2.828 -2.549
H 1.951 2.006 -2.732
H 1.944 3.794 2.244
H -0.020 0.985 -2.377
H 2.508 -1.825 -1.658
H 6.322 -1.125 4.637
H -2.554 2.194 5.030
H -0.983 -2.984 -1.602
H 2.627 2.706 -0.197
H -2.209 -3.488 0.367
H -0.767 -3.663 1.364
H 0.082 -4.139 -0.794
H -2.336 -2.941 3.467
H -2.700 3.814 -3.427
H -3.177 -0.075 4.263
H 2.790 0.881 -1.681
*
```

# 13
# C3H9N3

The molecule C3H9N3 at a distorted geometry (the ωB97M-V functional and the def2-TZVPD basis, the Open Molecules 2025 dataset).

The relative energy (zero: lowest compared OMol25 entry of this formula, charge and spin) is 29.8 kJ/mol. The value obtained for the total energy is -7727.265 eV.

```
! wB97M-V def2-TZVPD RIJCOSX def2/J DEFGRID3
* xyz 0 1
N -1.504 0.256 -2.076
N 0.173 -0.147 -0.573
N -1.175 1.715 -0.254
C 1.509 -1.411 1.026
C -0.853 0.626 -1.034
C 0.472 -0.303 0.858
H 1.362 -1.853 2.010
H -0.445 -0.591 1.381
H 0.304 -0.963 -1.153
H -1.993 0.993 -2.570
H 0.867 0.645 1.207
H 1.209 -2.246 0.385
H -0.563 2.048 0.468
H -1.903 2.302 -0.615
H 2.539 -1.071 0.939
*
```

# 14
# C6H15BrN

An isolated ion of composition C6H15BrN and charge +1 at a distorted geometry (the ωB97M-V functional and the def2-TZVPD basis, the Open Molecules 2025 dataset).

The relative energy (zero: lowest compared OMol25 entry of this formula, charge and spin) is 253.3 kJ/mol. The value obtained for the total energy is -77989.327 eV.

```
! wB97M-V def2-TZVPD RIJCOSX def2/J DEFGRID3
* xyz 1 1
Br -1.604 0.545 -1.952
N 1.202 0.131 -1.245
C 0.487 -0.004 1.755
C 1.668 1.171 -2.207
C -0.567 -0.377 0.663
C -0.679 -1.907 0.468
C -1.840 0.180 1.294
C -0.174 0.554 -0.570
H 2.720 0.974 -2.564
H 1.373 -0.654 1.692
H -1.853 -0.260 2.281
H -1.714 1.176 1.519
H 1.511 2.159 -1.706
H -1.489 -2.407 1.066
H -2.839 -0.022 0.832
H 0.052 -2.623 0.640
H 0.676 1.074 1.593
H 1.894 0.157 -0.500
H 1.064 -0.706 -1.917
H 1.094 1.245 -3.108
H -0.058 1.770 -0.122
H -0.883 -2.001 -0.671
H -0.041 -0.174 2.757
*
```

# 15
# C4H13N3

A 2-piece molecular cluster, C4H13N3 overall at a distorted geometry (the ωB97M-V functional and the def2-TZVPD basis, the Open Molecules 2025 dataset).

The relative energy (zero: lowest compared OMol25 entry of this formula, charge and spin) is 573.2 kJ/mol. The value obtained for the total energy is -8823.472 eV.

```
! wB97M-V def2-TZVPD RIJCOSX def2/J DEFGRID3
* xyz 0 1
N 0.239 -0.533 -1.963
N -1.271 1.911 0.499
N -0.195 -0.482 0.282
C 0.708 -1.156 1.201
C 0.306 0.267 -0.874
C -1.478 -1.146 0.120
C 1.602 1.032 -0.607
H 0.163 -1.466 2.095
H -1.214 1.597 1.468
H 2.448 0.360 -0.458
H 1.466 1.695 0.246
H -2.278 1.874 0.325
H -2.010 -1.142 1.075
H 1.469 -0.459 1.550
H -1.337 -2.179 -0.209
H 1.022 -0.360 -2.596
H 1.820 1.657 -1.473
H -0.577 1.199 -0.794
H 1.192 -2.027 0.752
H -2.072 -0.642 -0.638
*
```